# C21H33CoN3O7P2

C21H33CoN3O7P2 as an isolated structure at a distorted geometry (ωB97M-V/def2-TZVPD, OMol25).

Calculated values
<S²>: 4.11
HOMO energy (alpha / beta) (eV): -5.060 / -5.503
Strongest force on any atom (eV/Å): 3.228
Relative energy (zero: lowest compared OMol25 entry of this formula, charge and spin) (kJ/mol): 0.0
Net charge: 0
Spin multiplicity: 4

Atoms and positions in Å:
P1 0.72219 2.05316 0.91351
P2 -2.05228 3.17346 -0.94793
C1 0.49930 3.79588 0.26319
C2 -0.87979 4.30009 -0.19673
H1 1.22111 3.91036 -0.55869
H2 0.82361 4.44773 1.08698
H3 -1.41288 4.77610 0.64275
H4 -0.73938 5.06810 -0.97250
C3 -2.09351 3.25989 -2.74321
H5 -2.62578 2.38536 -3.14095
H6 -1.07230 3.30686 -3.13812
H7 -2.64368 4.15865 -3.05255
C4 -3.67945 3.80977 -0.48459
H8 -3.88340 4.63273 -1.18256
H9 -3.64057 4.21978 0.53272
H10 -4.46048 3.04021 -0.57915
C5 2.50887 1.78455 0.82494
H11 3.05900 0.93924 1.35424
H12 2.93877 2.69428 1.26574
H13 2.80117 1.73762 -0.23175
C6 0.10740 2.12796 2.59652
H14 -0.98124 2.29620 2.58178
H15 0.61099 2.97764 3.09179
H16 0.33828 1.17597 3.10988
Co1 2.17956 -0.24970 2.09409
C7 -1.23230 -1.88420 -1.57455
C8 -0.51232 -1.30905 -2.55463
C9 -0.18270 0.15736 -2.73185
C10 0.48612 0.81620 -1.50527
C11 -0.43358 1.15714 -0.34173
C12 -1.95249 1.47256 -0.51699
C13 -2.64581 0.23624 -1.15192
C14 -2.04872 -1.11408 -0.58085
C15 3.42280 -0.03292 3.58478
H17 -1.26165 -2.98578 -1.48231
H18 0.01923 -1.96031 -3.25030
H19 -0.99850 0.77090 -3.15782
H20 0.58217 0.15357 -3.51946
H21 1.25735 0.13321 -1.07891
H22 1.06132 1.70760 -1.82962
H23 -0.43284 0.27696 0.33383
H24 -2.38665 1.47233 0.50232
H25 -2.60334 0.26615 -2.24676
H26 -3.70698 0.26890 -0.84699
H27 -1.42726 -0.90613 0.32061
H28 -2.88048 -1.72136 -0.16458
H29 2.91368 -0.67510 4.33239
H30 3.54157 0.98514 3.99566
H31 4.40649 -0.44092 3.27014
O1 1.00999 -7.56733 -0.17043
N1 0.56540 -6.81312 0.71815
O2 -0.12848 -7.21917 1.67204
C16 0.84681 -5.40932 0.62355
C17 1.46109 -4.91631 -0.53897
C18 1.82452 -3.57157 -0.59523
C19 1.67122 -2.67521 0.53156
O3 2.25212 -1.52966 0.56876
C20 0.79909 -3.19028 1.58443
C21 0.43185 -4.54041 1.64567
N2 0.27586 -2.34308 2.60848
O4 -0.41763 -2.83186 3.50299
O5 0.43246 -1.05606 2.54026
N3 2.19153 -2.98350 -1.88752
O6 1.82217 -3.63661 -2.89821
O7 2.78304 -1.89451 -1.95206
H32 1.67888 -5.56629 -1.38366
H33 -0.13053 -4.92199 2.49562

Atoms 1-6, force components in eV/Å:
-0.2032 -0.8301 -0.6057
-2.1076 -0.2091 -1.3745
0.4363 0.3418 0.1927
0.4073 0.1911 0.3178
-0.1349 -0.0696 0.2527
0.0960 0.0172 -0.3617

The net atomic charges from Löwdin, expressed in e, are: atom 1 (P): 0.9159, atom 2 (P): 0.9169, atom 3 (C): -0.3046, atom 4 (C): -0.2830, atom 5 (H): 0.0915, atom 6 (H): 0.0916, atom 7 (H): 0.1004, atom 8 (H): 0.1088, atom 9 (C): -0.1578, atom 10 (H): 0.0679, atom 11 (H): 0.0729, atom 12 (H): 0.0658, atom 13 (C): -0.1596, atom 14 (H): 0.0636, atom 15 (H): 0.0651, atom 16 (H): 0.0766, atom 17 (C): -0.2138, atom 18 (H): -0.0018, atom 19 (H): 0.0751, atom 20 (H): 0.0722, atom 21 (C): -0.1783, atom 22 (H): 0.0595, atom 23 (H): 0.0703, atom 24 (H): 0.0443, atom 25 (Co): 0.3874, atom 26 (C): -0.0755, atom 27 (C): -0.0891, atom 28 (C): -0.1738, atom 29 (C): -0.1928, atom 30 (C): -0.3677, atom 31 (C): -0.3776, atom 32 (C): -0.1376, atom 33 (C): -0.1506, atom 34 (C): -0.2388, atom 35 (H): 0.1246, atom 36 (H): 0.0945, atom 37 (H): 0.0824, atom 38 (H): 0.1177, atom 39 (H): 0.1086, atom 40 (H): 0.1058, atom 41 (H): 0.0696, atom 42 (H): 0.1356, atom 43 (H): 0.0924, atom 44 (H): 0.1164, atom 45 (H): 0.1028, atom 46 (H): 0.1278, atom 47 (H): -0.0175, atom 48 (H): -0.0376, atom 49 (H): -0.0202, atom 50 (O): 0.0329, atom 51 (N): -0.3368, atom 52 (O): 0.0399, atom 53 (C): -0.1676, atom 54 (C): 0.0569, atom 55 (C): -0.0828, atom 56 (C): -0.2414, atom 57 (O): -0.1082, atom 58 (C): -0.0732, atom 59 (C): 0.0654, atom 60 (N): -0.3760, atom 61 (O): -0.0273, atom 62 (O): -0.2026, atom 63 (N): -0.3160, atom 64 (O): 0.0011, atom 65 (O): 0.0430, atom 66 (H): 0.1257, atom 67 (H): 0.1208


# C21H33N3O3

C21H33N3O3 in the gas phase (ωB97M-V/def2-TZVPD, OMol25).

Calculated values
HOMO energy (eV): -7.927
Strongest force on any atom (eV/Å): 0.592
Relative energy (zero: lowest compared OMol25 entry of this formula, charge and spin) (kJ/mol): 49.5
Net charge: 0

Atoms and positions in Å:
C1 2.53073 4.40505 1.81790
C2 2.36122 3.08524 1.07075
O1 1.42484 3.13596 0.01094
C3 0.07717 3.23842 0.42839
C4 -0.82793 3.29642 -0.79755
H1 -0.52271 4.13669 -1.42205
H2 -1.84776 3.47357 -0.45239
C5 -0.78582 2.01828 -1.64903
N1 -1.13925 0.82786 -0.90879
C6 -0.24359 -0.12103 -0.47035
O2 -0.61893 -1.19596 -0.03937
N2 1.07524 0.24334 -0.55336
C7 2.19857 -0.56289 -0.35590
C8 3.44658 0.00244 -0.62019
C9 4.59936 -0.73370 -0.45126
C10 4.55606 -2.05717 -0.02019
C11 3.31103 -2.61325 0.23191
C12 2.14534 -1.88444 0.06990
H3 1.19052 -2.33803 0.27363
H4 3.22833 -3.63547 0.56506
C13 5.85622 -2.80165 0.14921
C14 5.72404 -4.27409 0.51579
H5 6.71139 -4.72638 0.58406
H6 5.15523 -4.81047 -0.24026
H7 5.23046 -4.39242 1.47751
H8 6.42219 -2.71709 -0.78389
H9 6.44311 -2.29433 0.92217
H10 5.55650 -0.27595 -0.66103
H11 3.50437 1.02443 -0.96899
H12 1.29761 1.21890 -0.70723
C15 -2.56723 0.59559 -0.70787
C16 -3.07895 -0.62431 -1.48309
H13 -2.86477 -0.50868 -2.54725
H14 -2.56302 -1.51065 -1.11635
C17 -4.58673 -0.77223 -1.26768
N3 -4.88896 -0.88080 0.13838
C18 -5.35761 -1.97444 0.78924
O3 -5.53634 -1.97019 1.99223
C19 -5.67746 -3.19018 -0.05605
H15 -6.04713 -3.96722 0.60746
H16 -6.44438 -2.96288 -0.79313
H17 -4.78429 -3.55165 -0.56009
C20 -4.44595 0.26395 0.90537
C21 -2.93413 0.44070 0.77076
H18 -2.61378 1.31991 1.33267
H19 -2.42872 -0.43653 1.17320
H20 -4.72263 0.08814 1.94597
H21 -4.96550 1.15926 0.54071
H22 -4.95771 -1.63931 -1.80948
H23 -5.09895 0.11879 -1.65792
H24 -3.07947 1.48581 -1.09244
H25 -1.49694 2.13124 -2.47575
H26 0.20209 1.90596 -2.09673
H27 -0.18391 2.37244 1.05658
H28 -0.07173 4.14966 1.02155
H29 3.30614 2.81569 0.59278
H30 2.08412 2.28539 1.77318
H31 3.38312 4.32829 2.48674
H32 2.70903 5.21152 1.11061
H33 1.65164 4.64448 2.41097

Atoms 1-6, force components in eV/Å:
-0.2145 -0.2798 -0.2629
0.3039 0.0399 0.2486
-0.1323 0.0805 -0.3480
-0.3163 0.1579 -0.0092
0.3748 -0.2881 0.1335
-0.0728 0.1065 -0.0032

The net atomic charges from Löwdin, expressed in e, are: atom 1 (C): -0.0693, atom 2 (C): -0.2712, atom 3 (O): -0.1828, atom 4 (C): -0.2237, atom 5 (C): -0.1302, atom 6 (H): 0.1201, atom 7 (H): 0.1126, atom 8 (C): -0.1516, atom 9 (N): -0.0166, atom 10 (C): -0.4754, atom 11 (O): 0.0552, atom 12 (N): 0.1539, atom 13 (C): -0.2171, atom 14 (C): -0.0295, atom 15 (C): -0.0475, atom 16 (C): -0.2428, atom 17 (C): -0.0314, atom 18 (C): -0.0017, atom 19 (H): 0.0977, atom 20 (H): 0.1026, atom 21 (C): -0.2189, atom 22 (C): -0.1188, atom 23 (H): 0.0687, atom 24 (H): 0.0751, atom 25 (H): 0.0725, atom 26 (H): 0.1130, atom 27 (H): 0.1146, atom 28 (H): 0.1130, atom 29 (H): 0.1047, atom 30 (H): 0.0962, atom 31 (C): -0.2827, atom 32 (C): -0.1013, atom 33 (H): 0.1234, atom 34 (H): 0.1139, atom 35 (C): -0.1482, atom 36 (N): -0.0656, atom 37 (C): -0.4987, atom 38 (O): 0.0445, atom 39 (C): 0.0018, atom 40 (H): 0.0832, atom 41 (H): 0.0820, atom 42 (H): 0.0830, atom 43 (C): -0.1329, atom 44 (C): -0.1013, atom 45 (H): 0.1169, atom 46 (H): 0.1205, atom 47 (H): 0.1206, atom 48 (H): 0.1289, atom 49 (H): 0.1093, atom 50 (H): 0.1289, atom 51 (H): 0.1441, atom 52 (H): 0.1267, atom 53 (H): 0.1238, atom 54 (H): 0.1253, atom 55 (H): 0.1206, atom 56 (H): 0.1104, atom 57 (H): 0.1273, atom 58 (H): 0.0768, atom 59 (H): 0.0813, atom 60 (H): 0.0661


# C21H33N5O4S

A 2-piece molecular cluster, C21H33N5O4S overall at a distorted geometry (ωB97M-V/def2-TZVPD, OMol25).

Calculated values
HOMO energy (eV): -8.221
Strongest force on any atom (eV/Å): 2.839
Net charge: 0

Atoms and positions in Å:
O1 -0.72327 2.13079 -7.52608
O2 2.84958 -2.04838 5.49351
O3 2.38602 -5.41342 2.65602
N1 -1.10427 2.02177 -4.63447
O4 1.13917 1.01279 -8.24299
S1 -1.20897 -2.07416 2.33362
C1 0.25756 1.43799 -7.30601
C2 2.94527 -1.36537 4.48490
C3 2.73062 -4.36903 3.20428
C4 -0.08382 1.23298 -4.85855
C5 -0.61405 0.76462 -1.30252
C6 -1.63715 1.36525 -0.55840
C7 -2.40415 2.53625 -2.54018
C8 -1.39353 1.91652 -3.27963
C9 -0.51402 1.04493 -2.66439
C10 -2.53800 2.26274 -1.16374
N2 0.57461 0.98303 -6.05125
N3 0.31223 0.62882 -3.67914
N4 3.81169 -4.32323 3.99134
N5 2.61848 -1.80533 3.27103
C11 0.88413 1.49274 -9.57441
C12 -1.92418 -3.57678 1.61137
C13 3.48289 0.04279 4.56921
C14 4.67787 -5.46448 4.28140
C15 -3.77222 5.05750 2.85439
C16 0.30387 -1.90648 1.34490
C17 -3.65801 2.87514 -0.35273
C18 -4.28868 4.23135 1.67740
C19 -3.12796 3.71386 0.82037
C20 1.35348 -3.00880 1.54139
C21 1.91605 -3.07090 2.97625
H1 0.08205 0.08320 -0.82880
H2 -1.73515 1.12373 0.49606
H3 -3.08165 3.20961 -3.05368
H4 1.38039 0.38164 -6.02620
H5 1.06611 -0.04035 -3.58465
H6 3.95501 -3.46869 4.51397
H7 2.76741 -1.17365 2.50221
H8 1.65274 1.11871 -10.25704
H9 -0.09154 1.14813 -9.93450
H10 0.90193 2.58767 -9.60453
H11 -2.91628 -3.73993 2.03272
H12 -1.29629 -4.43654 1.84433
H13 -2.00774 -3.46378 0.53054
H14 3.77617 0.24613 5.59843
H15 2.70466 0.74282 4.26950
H16 4.34802 0.14483 3.91791
H17 4.12282 -6.20559 4.85961
H18 5.00921 -5.92668 3.34955
H19 5.54825 -5.14003 4.85299
H20 -4.61154 5.42514 3.45221
H21 -3.19862 5.91745 2.49542
H22 -3.12834 4.44945 3.49734
H23 0.75377 -0.93927 1.56967
H24 0.01593 -1.90201 0.29404
H25 -4.29040 2.06805 0.03174
H26 -4.28274 3.50556 -0.99421
H27 -4.87162 3.38688 2.05939
H28 -4.95187 4.85046 1.06433
H29 -2.46556 3.11061 1.44846
H30 -2.54578 4.55592 0.43155
H31 0.88966 -3.96056 1.28466
H32 2.17719 -2.84173 0.84567
H33 1.07251 -3.14265 3.66449

Atoms 1-6, force components in eV/Å:
1.5338 -0.9074 -0.1423
-0.1885 -0.2913 0.0280
-0.1992 0.4643 0.0575
0.2537 -0.0214 -0.8750
0.1147 -0.0586 0.3724
-0.0103 0.1462 0.1127

The net atomic charges from Löwdin, expressed in e, are: atom 1 (O): 0.1058, atom 2 (O): 0.0453, atom 3 (O): 0.0417, atom 4 (N): 0.1835, atom 5 (O): -0.0364, atom 6 (S): 0.8028, atom 7 (C): -0.5380, atom 8 (C): -0.5604, atom 9 (C): -0.4466, atom 10 (C): -0.3156, atom 11 (C): -0.0126, atom 12 (C): -0.0396, atom 13 (C): 0.0455, atom 14 (C): -0.2277, atom 15 (C): -0.2140, atom 16 (C): -0.2238, atom 17 (N): 0.1846, atom 18 (N): 0.1482, atom 19 (N): 0.0275, atom 20 (N): 0.1054, atom 21 (C): -0.0458, atom 22 (C): -0.3957, atom 23 (C): 0.0067, atom 24 (C): -0.0515, atom 25 (C): -0.1240, atom 26 (C): -0.5154, atom 27 (C): -0.1700, atom 28 (C): -0.2787, atom 29 (C): -0.2212, atom 30 (C): -0.1959, atom 31 (C): -0.1994, atom 32 (H): 0.0805, atom 33 (H): 0.1032, atom 34 (H): 0.1170, atom 35 (H): 0.1514, atom 36 (H): 0.1580, atom 37 (H): 0.0996, atom 38 (H): 0.1361, atom 39 (H): 0.0919, atom 40 (H): 0.0969, atom 41 (H): 0.0974, atom 42 (H): 0.0338, atom 43 (H): 0.0317, atom 44 (H): 0.0382, atom 45 (H): 0.0871, atom 46 (H): 0.0845, atom 47 (H): 0.0824, atom 48 (H): 0.0866, atom 49 (H): 0.0844, atom 50 (H): 0.0834, atom 51 (H): 0.0671, atom 52 (H): 0.0713, atom 53 (H): 0.0709, atom 54 (H): 0.0615, atom 55 (H): 0.0600, atom 56 (H): 0.1209, atom 57 (H): 0.1141, atom 58 (H): 0.1081, atom 59 (H): 0.1080, atom 60 (H): 0.1051, atom 61 (H): 0.1217, atom 62 (H): 0.1022, atom 63 (H): 0.1238, atom 64 (H): 0.1364